Record 1
88
Properties=species:S:1:pos:R:3 method="wB97M-V/def2-TZVPD" lumo_energy_ev=0.62 e_above_lowest_kcal_mol=79.8 homo_lumo_gap_ev=9.5
C -2.13684 -5.03481 0.86367
O -1.31560 -4.17057 0.12803
C -1.14881 -4.44371 -1.24467
C 0.16608 -3.85336 -1.79466
C 0.39907 -2.46857 -1.30779
N 0.28192 -3.99522 -3.20166
H -1.65589 -6.00238 1.00720
H -3.10281 -5.31292 0.44220
H -2.26643 -4.64853 1.87466
H -1.18699 -5.52044 -1.40992
H -1.97000 -3.96544 -1.77855
H 0.98558 -4.38066 -1.30631
H 0.49290 -2.37537 -0.22584
H -0.41448 -1.83004 -1.65208
H 1.37235 -2.13336 -1.66621
H 1.13856 -3.52412 -3.45527
H -0.44255 -3.60872 -3.78975
C -1.22528 -2.01474 2.71514
O -1.91039 -0.93845 3.24521
C -2.96477 -1.41354 4.17502
C -3.75971 -0.15098 4.79276
C -2.84004 0.81381 5.57079
N -4.78446 -0.62123 5.66947
H -1.87158 -2.67123 2.13253
H -0.47813 -2.51564 3.33072
H -0.52793 -1.55513 2.01476
H -3.62284 -2.17341 3.75355
H -2.31684 -1.85265 4.93362
H -4.27007 0.38394 3.99184
H -3.26760 1.63769 6.14221
H -2.26507 1.33935 4.80836
H -2.09556 0.38658 6.24259
H -4.86390 -0.00704 6.46731
H -4.77109 -1.53198 6.10589
C -2.57130 0.61303 -2.94212
O -2.45109 0.62006 -1.55318
C -3.57527 1.19027 -0.98174
C -3.59068 0.68941 0.49953
C -5.01887 0.81508 1.10240
N -2.63667 1.39266 1.34540
H -3.04632 1.48175 -3.39794
H -3.16368 -0.26960 -3.18331
H -1.55392 0.49743 -3.31584
H -3.58827 2.27818 -1.04797
H -4.46324 0.89744 -1.54198
H -3.28628 -0.35485 0.42920
H -5.87688 0.38411 0.58646
H -5.18146 1.89169 1.05157
H -5.05726 0.62698 2.17536
H -1.81445 1.68622 0.83758
H -2.22335 0.72809 1.98384
C 3.02539 0.07763 3.59937
O 3.79688 -0.10535 2.48845
C 3.02089 0.13598 1.24485
C 4.06704 0.18152 0.12251
C 3.36446 0.35438 -1.23951
N 4.77797 -1.05666 -0.05811
H 3.38546 -0.62432 4.35150
H 1.97568 -0.11892 3.38120
H 3.12715 1.09783 3.96941
H 2.41106 -0.75583 1.10036
H 2.29314 0.93800 1.36840
H 4.83073 0.91967 0.36748
H 2.93873 -0.55981 -1.65319
H 4.00092 0.80346 -2.00197
H 2.54121 1.01300 -0.96282
H 4.85895 -1.39933 0.88853
H 5.68950 -0.70752 -0.31755
C 1.14629 2.93515 -2.76609
O 2.50260 3.05055 -3.08273
C 2.87948 3.98870 -4.09512
C 4.35814 3.73244 -4.35091
C 5.34578 4.37139 -3.29572
N 4.76376 4.18940 -5.66497
H 0.59834 3.00723 -3.70558
H 0.64939 3.69375 -2.16134
H 0.88135 1.94337 -2.39967
H 2.31748 3.79648 -5.00907
H 2.67677 4.97314 -3.67336
H 4.50036 2.65177 -4.34461
H 5.15655 4.04591 -2.27280
H 5.31804 5.46044 -3.33187
H 6.35279 4.09269 -3.60612
H 4.12712 3.87812 -6.38461
H 5.64639 3.72162 -5.81403
O -0.29925 0.72449 -0.18643
H -1.11592 0.47333 -0.61793
H -0.17242 0.06122 0.49197

Record 2
9
Properties=species:S:1:pos:R:3 method="wB97M-V/def2-TZVPD" lumo_energy_ev="0.89 / -1.44" multiplicity=3 e_above_lowest_kcal_mol=0.0 homo_lumo_gap_ev="7.7 / 8.3" s2=2.008
C 1.75401 0.27487 0.53388
C 0.21219 -0.20314 0.22211
Si -1.26259 -0.84144 -0.96417
P 0.64564 1.64970 0.27846
H 2.42493 0.12547 -0.31563
H -0.24066 -0.40324 1.19923
H -2.60834 -0.70569 -0.43700
H -1.14335 -1.70600 -2.13035
H 0.21818 1.80946 1.61347

Record 3
65
Properties=species:S:1:pos:R:3 method="wB97M-V/def2-TZVPD" lumo_energy_ev=2.11 total_charge=-1 homo_lumo_gap_ev=4.4
C -1.11739 -3.84195 -0.98274
N -0.92564 -2.66780 -1.81900
C -0.32996 -1.66436 -1.16671
C 0.93942 -1.77363 -0.51505
C 1.43153 -0.70034 0.13667
N 0.86629 0.50644 0.22811
C -0.30332 0.59654 -0.39867
C -0.92884 -0.38703 -1.08350
H -1.33554 -4.69197 -1.63622
H -1.96050 -3.71589 -0.27728
H -0.24127 -4.10633 -0.37439
H 1.48256 -2.70428 -0.53432
H 2.39120 -0.81958 0.64333
H -0.79582 1.56697 -0.36173
H -1.88525 -0.18426 -1.53692
C -1.20451 3.51048 -3.65095
C -1.66313 4.90496 -3.30448
O -2.89144 4.65661 -2.60745
C -2.83041 3.39412 -2.10018
O -3.60876 2.94501 -1.32489
O -1.76038 2.72717 -2.59920
H -0.12357 3.41296 -3.66728
H -1.61005 3.16008 -4.60376
H -0.97616 5.42361 -2.63954
H -1.83556 5.52148 -4.18231
C 3.77118 5.20436 -4.84770
C 3.08796 4.05118 -4.14741
O 1.97651 4.69703 -3.52000
C 1.70623 5.83383 -4.20214
O 0.74032 6.50451 -4.02493
O 2.68254 6.10136 -5.10174
H 4.25341 4.91258 -5.77720
H 4.49932 5.70851 -4.21015
H 2.71186 3.29939 -4.84372
H 3.71821 3.56477 -3.40785
C 0.56280 -3.06079 3.46460
C 0.38958 -4.14723 4.50272
O -0.02672 -5.26003 3.71172
C 0.40857 -5.05619 2.43829
O 0.36249 -5.87947 1.58350
O 0.89277 -3.80511 2.29032
H 1.35615 -2.35890 3.70994
H -0.35819 -2.50635 3.27828
H 1.32618 -4.40329 5.00501
H -0.36187 -3.90385 5.25045
C -4.49409 -7.12581 3.37503
C -3.94074 -6.42071 2.15509
O -3.74039 -5.09292 2.63919
C -3.60214 -5.14887 3.97997
O -3.25200 -4.23914 4.66005
O -3.91024 -6.38587 4.45062
H -4.20580 -8.17292 3.42870
H -5.58166 -7.05053 3.44547
H -2.97994 -6.82617 1.83310
H -4.62677 -6.42291 1.31192
C 1.91851 3.91701 1.33356
C 2.51635 3.26472 2.55249
O 3.92392 3.36848 2.29512
C 4.11838 4.39973 1.44030
O 5.18434 4.85084 1.16006
O 2.94305 4.84874 0.94549
H 0.98601 4.43561 1.54199
H 1.75784 3.20399 0.52257
H 2.28860 3.80536 3.47460
H 2.21398 2.22603 2.66115

Record 4
22
Properties=species:S:1:pos:R:3 method="wB97M-V/def2-TZVPD" lumo_energy_ev=0.55 e_above_lowest_kcal_mol=93.5 homo_lumo_gap_ev=8.1
C 1.19726 -1.02084 2.31174
C 0.77153 -0.35417 1.11676
C 0.45537 0.17342 0.02834
C 0.41187 0.45728 -1.50287
C -0.57190 1.56309 -2.00694
C 0.38914 -0.89536 -2.27769
S 2.11550 1.16020 -1.82934
O 0.08973 1.10352 0.95148
H 0.64124 -1.87581 2.52799
H 1.08598 -0.29962 3.04541
H 2.21061 -1.42309 2.08247
H -1.62048 1.18261 -2.24988
H -0.12927 1.98828 -2.91264
H -0.76305 2.24965 -1.25782
H 0.06211 -1.65670 -1.52832
H -0.41700 -0.78310 -3.02522
H 1.23997 -1.20346 -2.85654
H 2.16287 2.27829 -0.97899
N -2.26077 -0.59460 1.86383
C -2.25300 -0.75778 3.06822
O -1.87746 -1.04073 4.15517
H -2.94025 -0.25110 1.27483

Record 5
54
Properties=species:S:1:pos:R:3 method="wB97M-V/def2-TZVPD" lumo_energy_ev="1.75 / 1.78" total_charge=-2 e_above_lowest_kcal_mol=35.3 homo_lumo_gap_ev="3.9 / 3.9"
Rb -0.40285 0.07569 0.27481
O -5.56252 3.55685 -0.57388
C -4.74965 4.53416 -0.27732
O -5.08815 5.70322 -0.27589
C -3.36067 4.12877 0.08693
C -2.43696 4.91015 0.75463
Cl -2.68773 6.50783 1.28936
N -1.29364 4.17938 0.92513
N -1.45607 2.96957 0.36148
C -2.67032 2.90818 -0.13652
C -3.16728 1.62092 -0.77944
O -4.42839 1.50043 -0.85607
O -2.33201 0.79842 -1.15927
C -0.07858 4.43430 1.63460
C 0.82888 3.38208 1.76169
C 2.00814 3.54148 2.46430
C 2.31067 4.75799 3.05690
C 1.41881 5.80832 2.92249
C 0.23437 5.66128 2.21511
H -5.04008 2.61931 -0.64813
H 0.61126 2.43637 1.30318
H 2.68861 2.70213 2.54780
H 3.22880 4.88777 3.61516
H 1.64193 6.76900 3.37042
H -0.42069 6.50718 2.13010
S 2.17577 -4.31197 -0.48421
C 1.56019 -3.47236 -1.85965
C 1.42657 -4.14272 -3.09838
C 1.03110 -3.44093 -4.21523
C 0.76698 -2.07713 -4.10529
C 0.87689 -1.49972 -2.85314
N 1.25080 -2.16031 -1.75622
H 1.64939 -5.19904 -3.14565
H 0.93192 -3.94203 -5.17288
H 0.47858 -1.48676 -4.96418
H 0.68194 -0.43779 -2.72358
O 3.31791 2.58889 -2.44468
N 2.19128 2.15308 -2.15897
O 1.95353 1.96090 -0.94767
C 4.93477 1.85288 0.22506
N 4.55727 0.49778 -0.08396
C 4.57976 -0.06250 -1.34532
C 4.06213 -1.29978 -1.24314
N 3.71149 -1.49143 0.07617
C 3.99616 -0.37834 0.79025
S 3.84282 -0.14171 2.44575
H 5.83237 2.11552 -0.33458
H 5.12443 1.91962 1.29497
H 4.12696 2.53177 -0.04881
H 4.93761 0.48715 -2.19598
H 3.92151 -2.05937 -1.98759
H 3.19707 -2.31458 0.39367
O -1.44041 -0.73125 2.46951
O -1.09181 0.39945 2.68156

Record 6
90
Properties=species:S:1:pos:R:3 method="wB97M-V/def2-TZVPD" lumo_energy_ev="-5.84 / -7.55" multiplicity=2 total_charge=+2 homo_lumo_gap_ev="6.7 / 5.0" s2=0.777
Ir 0.13023 0.23095 -0.26786
C -2.81118 2.85835 -0.86826
C -1.74405 3.25175 0.15558
C -2.21947 4.41042 1.03655
P -1.07595 1.80298 1.08335
C -0.18254 2.46371 2.55681
C 0.91371 1.51742 3.04014
C -1.14533 2.75904 3.71324
C -2.42874 0.75423 1.60212
C -3.70803 1.12486 1.99067
C -4.64640 0.14108 2.25985
C -4.30949 -1.20171 2.11118
C -3.02976 -1.57968 1.75015
C -2.07076 -0.59234 1.52810
N -0.72086 -0.86757 1.21348
C -0.10284 -1.89173 1.94513
C -0.62341 -2.41148 3.14190
C 0.06507 -3.40139 3.81711
C 1.28808 -3.87203 3.35432
C 1.84334 -3.31327 2.21452
C 1.15578 -2.32449 1.52375
P 1.76216 -1.49954 0.05635
C 1.66384 -2.79661 -1.26477
C 0.25613 -3.40708 -1.25339
C 2.72441 -3.88974 -1.13222
C 3.55472 -1.20143 0.38571
C 4.29695 -0.53775 -0.77103
C 3.76052 -0.39112 1.66461
H -2.94947 3.68673 -1.56440
H -3.76970 2.66456 -0.38724
H -2.54729 1.96573 -1.42990
H -0.87260 3.61588 -0.39326
H -3.10670 4.15951 1.61682
H -2.49218 5.23639 0.37814
H -1.45063 4.77643 1.71406
H 0.27270 3.39826 2.20978
H 0.48510 0.60142 3.45337
H 1.49050 2.00121 3.82875
H 1.59258 1.21898 2.24190
H -1.62122 1.84076 4.05854
H -1.92428 3.47298 3.46024
H -0.57581 3.17373 4.54570
H -3.97771 2.16740 2.09060
H -5.64723 0.41829 2.56074
H -5.06020 -1.96441 2.26959
H -2.78531 -2.62298 1.60465
H -1.53841 -2.02539 3.56384
H -0.34961 -3.79624 4.73483
H 1.81824 -4.64152 3.89777
H 2.82300 -3.63369 1.88537
H 1.82523 -2.28515 -2.21102
H 0.16732 -4.12853 -0.43988
H 0.07541 -3.93476 -2.19016
H -0.53609 -2.66540 -1.12501
H 2.59355 -4.47094 -0.21897
H 3.74431 -3.50922 -1.16749
H 2.60916 -4.58059 -1.96867
H 3.96564 -2.20402 0.53209
H 3.86480 0.44284 -0.98766
H 4.29926 -1.13776 -1.68217
H 5.33509 -0.36830 -0.48459
H 3.50982 0.65858 1.49384
H 4.81102 -0.43021 1.95340
H 3.16801 -0.75258 2.50433
Cl -1.83113 -1.73951 -6.64971
C -1.82653 -1.27747 -4.98669
C -2.99549 -1.25496 -4.27855
C -3.02868 -0.84705 -2.93098
I -4.82463 -0.78268 -1.90450
C -1.86661 -0.49123 -2.27709
O -1.82848 -0.12031 -1.00875
C -0.65162 -0.54830 -3.00473
N 0.48374 -0.18623 -2.31895
C 1.62070 -0.07827 -2.97834
C 1.73665 -0.38003 -4.33816
C 0.63563 -0.81011 -5.02925
C -0.60801 -0.89816 -4.37217
H -3.91657 -1.54076 -4.76813
H 2.47903 0.24939 -2.41454
H 2.69822 -0.27451 -4.81955
H 0.69981 -1.05484 -6.08086
N 1.91337 2.76036 -0.42765
C 2.14274 3.91844 -1.06846
C 1.30078 3.95191 -2.15822
C 0.58451 2.75531 -2.10118
N 0.96541 2.03304 -1.04782
H 2.36078 2.39483 0.39831
H 2.88266 4.61649 -0.71411
H 1.21583 4.73262 -2.89293
H -0.18454 2.38821 -2.76202

Record 7
55
Properties=species:S:1:pos:R:3 method="wB97M-V/def2-TZVPD" lumo_energy_ev=0.19 e_above_lowest_kcal_mol=63.7 homo_lumo_gap_ev=9.4
C -0.11916 -3.20794 0.17463
N -0.26484 -1.81932 -0.29198
C 0.03565 -1.58642 -1.72679
C -0.96884 -2.20977 -2.71427
S -0.29088 -3.44131 -3.83520
C 0.14509 -0.09060 -1.85204
O 0.11200 0.71376 -0.98418
C -0.36359 -3.33390 1.74586
H -0.68300 -3.96856 -0.35732
H 0.98868 -3.53762 0.06584
H 0.28428 -1.25020 0.33092
H 1.00100 -2.07189 -2.01617
H -1.83863 -2.47503 -2.07120
H -1.35732 -1.45482 -3.33482
H 0.14497 -4.38026 -2.98060
H 0.28463 0.14907 -2.93179
H -1.37230 -3.02552 2.02400
H 0.29411 -2.69620 2.39203
H -0.01985 -4.26352 2.18266
H -1.58003 1.62997 -0.63693
H -2.74914 2.45580 -0.66248
O -1.85302 2.52137 -0.33803
H 2.19033 -1.21274 2.85548
H 2.40569 -0.08943 3.93474
O 1.74812 -0.50288 3.35744
H 2.17970 1.20555 0.09823
H 2.33860 2.53457 0.28950
O 2.86019 1.82952 -0.20816
H -3.20852 -0.30795 -2.53116
H -4.11440 -1.15255 -1.54511
O -3.67743 -0.32045 -1.70329
H 2.86850 -0.65211 -0.92680
H 3.79151 -1.82386 -0.79057
O 2.88229 -1.60297 -0.88381
H -3.12774 1.55323 2.80442
H -2.05010 0.46616 2.94649
O -2.26017 1.30151 2.54201
H 4.62270 0.76340 1.86642
H 3.13887 1.03795 1.67898
O 3.77081 0.32732 1.84533
H -0.07082 3.63137 -2.50568
H 0.70859 2.81457 -3.47446
O -0.16973 2.88770 -3.10455
H -3.09789 -1.82172 0.43798
H -4.53103 -1.18088 0.28243
O -4.04789 -2.02117 0.38563
H 1.08616 3.53702 2.03222
H 1.33159 4.45952 0.73874
O 1.76389 3.89535 1.38074
H -0.03713 3.69017 -0.54365
H -0.70261 4.81801 -0.07063
O 0.14300 4.64092 -0.50937
H 1.02082 1.01651 2.32802
H -0.25472 1.74934 2.23266
O 0.66896 1.87192 2.57761

Record 8
21
Properties=species:S:1:pos:R:3 method="wB97M-V/def2-TZVPD" lumo_energy_ev="0.56 / -2.77" multiplicity=2 homo_lumo_gap_ev="10.0 / 6.6" s2=0.755
C -0.40506 -0.26935 0.24849
N 0.47929 0.83950 0.55530
C 1.60118 0.52682 1.41738
C 0.61282 1.70233 -0.60493
C -0.46200 1.18924 -1.54643
O -0.69746 -0.17776 -1.13151
O -0.03404 -1.50118 0.54953
H -1.36296 -0.07722 0.78631
H 2.33113 1.33595 1.35512
H 1.27146 0.28470 2.42602
H 2.18851 -0.30432 1.00631
H 0.21971 2.67452 -0.28167
H 1.59808 1.80554 -1.05103
H -0.07676 0.99506 -2.55204
H -1.39893 1.74082 -1.62449
H -1.24603 -1.67719 -2.28761
H -2.51930 -1.25522 -2.99369
O -1.78350 -1.86960 -3.07068
H 0.58018 -1.75752 2.64908
H -0.88046 -2.00457 2.88634
O -0.01585 -2.20056 3.26420